{
  "formula": "C27H29N3O6",
  "method": "the ωB97M-V functional and the def2-TZVPD basis",
  "de_lowest_kj_mol": 181.0,
  "charge": 0,
  "spin_multiplicity": 1,
  "e_tot_ev": -45223.920,
  "symbols": ["C", "C", "C", "C", "N", "C", "C", "C", "C", "C", "C", "C", "C", "O", "O", "C", "C", "N", "N", "C", "C", "C", "C", "O", "C", "C", "O", "C", "C", "O", "C", "C", "O", "C", "C", "C", "H", "H", "H", "H", "H", "H", "H", "H", "H", "H", "H", "H", "H", "H", "H", "H", "H", "H", "H", "H", "H", "H", "H", "H", "H", "H", "H", "H", "H"],
  "coordinates": [[1.48, 1.16, -3.81], [0.20, 1.25, -3.00], [0.19, 0.22, -1.86], [-1.04, 0.39, -1.01], [-1.11, 1.53, -0.38], [-2.18, 1.85, 0.36], [-2.24, 3.11, 1.00], [-3.33, 3.46, 1.74], [-4.42, 2.58, 1.87], [-4.39, 1.35, 1.27], [-3.27, 0.95, 0.52], [-3.15, -0.31, -0.11], [-4.27, -1.30, 0.06], [-5.08, -1.52, -0.79], [-4.38, -1.92, 1.26], [-3.44, -1.69, 2.30], [-2.03, -1.97, 1.89], [-1.55, -3.07, 1.44], [-0.25, -2.87, 1.20], [0.02, -1.63, 1.51], [1.28, -0.96, 1.35], [2.41, -1.72, 1.05], [3.63, -1.10, 0.83], [4.77, -1.81, 0.54], [4.70, -3.21, 0.50], [3.72, 0.30, 0.87], [4.81, 1.07, 0.65], [6.09, 0.51, 0.44], [2.56, 1.06, 1.16], [2.73, 2.40, 1.13], [1.57, 3.21, 1.18], [1.35, 0.43, 1.42], [-1.09, -1.00, 1.97], [-2.05, -0.61, -0.90], [-1.97, -1.94, -1.59], [-2.50, -1.83, -3.02], [2.35, 1.35, -3.17], [1.59, 0.17, -4.24], [1.48, 1.89, -4.61], [0.10, 2.24, -2.57], [-0.66, 1.08, -3.65], [0.25, -0.79, -2.27], [1.06, 0.39, -1.23], [-1.41, 3.78, 0.87], [-3.38, 4.42, 2.22], [-5.28, 2.88, 2.44], [-5.24, 0.68, 1.35], [-3.74, -2.39, 3.08], [-3.51, -0.66, 2.67], [2.29, -2.78, 0.99], [4.38, -3.63, 1.46], [5.71, -3.55, 0.28], [4.02, -3.56, -0.29], [6.76, 1.37, 0.35], [6.41, -0.11, 1.28], [6.13, -0.07, -0.48], [1.11, 3.18, 2.17], [0.84, 2.90, 0.43], [1.92, 4.22, 0.98], [0.47, 0.99, 1.65], [-2.56, -2.67, -1.05], [-0.94, -2.30, -1.60], [-2.41, -2.78, -3.53], [-1.95, -1.08, -3.59], [-3.55, -1.54, -3.00]],
  "lowdin_charge": [-0.106, -0.245, -0.132, -0.211, 0.172, -0.202, -0.005, -0.072, -0.068, -0.022, -0.096, -0.039, -0.445, 0.164, 0.046, -0.070, -0.314, 0.121, 0.117, -0.274, -0.153, 0.040, -0.174, -0.111, -0.073, -0.113, -0.041, -0.062, -0.193, -0.056, -0.074, 0.028, 0.143, -0.097, -0.189, -0.059, 0.071, 0.072, 0.069, 0.104, 0.105, 0.109, 0.111, 0.106, 0.104, 0.106, 0.125, 0.147, 0.132, 0.107, 0.099, 0.096, 0.099, 0.096, 0.098, 0.095, 0.098, 0.068, 0.097, 0.107, 0.111, 0.107, 0.078, 0.066, 0.076]
}